# C91H130BCaN12O27

A molecular structure, C91H130BCaN12O27 (ωB97M-V/def2-TZVPD, the OMol25 dataset).

Last column: Löwdin charge in e.
Cartesian coordinates (Å):
1 Ca -3.32218 -3.69661 0.54278  1.509
2 O -0.95311 -3.33621 0.11426  0.003
3 C -0.47708 -2.22085 0.07967  -0.459
4 O -0.29185 -1.51940 -0.92054  0.307
5 B 0.16578 -0.15989 -0.48353  -0.887
6 O 0.49104 -0.32326 0.96920  0.216
7 C 0.04399 -1.53625 1.36238  -0.316
8 O -0.00907 -2.05736 2.44485  0.119
9 O -0.97643 0.68791 -0.73418  0.208
10 C -0.57281 1.74574 -1.45106  -0.344
11 O -1.20023 2.69611 -1.72138  0.180
12 C 1.00020 1.53808 -1.74223  -0.405
13 O 1.28398 0.37422 -1.23130  0.240
14 O 1.70140 2.26432 -2.28638  0.196
15 C 7.65363 -0.69993 -3.43523  -0.011
16 C 6.56386 -1.83126 -3.72849  -0.469
17 C 6.33750 -2.64542 -2.38368  -0.116
18 C 5.59405 -1.70776 -1.45497  -0.204
19 C 4.18146 -1.38346 -1.92026  -0.107
20 C 4.34323 -0.48680 -3.14480  -0.484
21 N 5.27390 -1.23708 -4.04172  -0.090
22 O 5.36358 -0.37667 -5.18046  -0.041
23 C 3.10890 -0.32006 -4.01526  -0.027
24 C 4.85477 0.89047 -2.78053  -0.024
25 C 6.97718 -2.82913 -4.80788  -0.047
26 H 7.75892 0.04988 -4.29256  0.100
27 H 8.65005 -1.16792 -3.38329  0.081
28 H 7.41305 -0.11538 -2.55851  0.042
29 H 5.70055 -3.48751 -2.48424  0.086
30 H 7.27796 -3.03479 -1.95457  0.126
31 H 6.05784 -0.78610 -1.21755  0.075
32 H 5.47602 -2.30347 -0.52774  0.093
33 H 3.66046 -0.91732 -1.00525  0.129
34 H 3.68537 -2.31177 -2.11043  0.103
35 H 2.95526 -1.26115 -4.55496  0.101
36 H 2.21656 -0.11148 -3.43601  0.066
37 H 3.28737 0.51898 -4.59349  0.058
38 H 5.21036 1.37107 -3.70421  0.090
39 H 4.10233 1.58643 -2.45880  0.059
40 H 5.79891 0.98303 -2.18137  0.082
41 H 7.41285 -2.38760 -5.70161  0.069
42 H 6.11484 -3.42493 -5.25651  0.106
43 H 7.73493 -3.53872 -4.47439  0.079
44 H 5.01196 -0.86951 -5.90970  0.094
45 C 3.38522 -0.62716 5.56445  -0.062
46 C 3.22815 0.44576 4.59616  -0.526
47 C 3.60920 1.73872 5.27459  -0.130
48 C 3.56313 2.85415 4.21001  -0.143
49 C 4.70358 2.51998 3.17077  -0.083
50 C 4.53405 1.14848 2.47229  -0.561
51 N 4.21658 0.08740 3.47166  -0.040
52 O 3.90339 -1.18814 2.91721  -0.031
53 C 3.55614 1.16310 1.38891  -0.055
54 C 5.82169 0.86170 1.76900  -0.051
55 C 1.81011 0.46801 4.03920  -0.013
56 H 4.41221 -0.60853 5.96137  0.109
57 H 3.02934 -1.58340 5.17433  0.089
58 H 2.88425 -0.50080 6.49393  0.077
59 H 2.92615 1.88738 6.12074  0.125
60 H 4.62171 1.75992 5.76330  0.139
61 H 3.77153 3.80796 4.58153  0.085
62 H 2.51626 2.85169 3.83305  0.078
63 H 5.65219 2.48111 3.79826  0.141
64 H 4.74195 3.22318 2.36587  0.089
65 H 2.59009 1.47001 1.74695  0.053
66 H 3.83262 1.95857 0.56727  0.134
67 H 3.30079 0.17753 0.87261  0.092
68 H 6.01478 1.50823 0.91926  0.077
69 H 6.69865 1.04878 2.49944  0.115
70 H 5.92108 -0.18901 1.43341  0.087
71 H 1.55827 1.29848 3.43151  0.036
72 H 1.19132 0.42164 4.94731  0.104
73 H 1.59928 -0.53112 3.63915  0.073
74 H 3.16095 -1.06652 2.32445  0.055
75 C -2.77018 -3.21159 -2.75893  0.016
76 C -3.96248 -4.03207 -3.32833  -0.472
77 C -3.81113 -4.46692 -4.78532  -0.137
78 C -2.68667 -5.44964 -4.96628  -0.149
79 C -3.12297 -6.68249 -4.13870  -0.122
80 C -3.39343 -6.40426 -2.65712  -0.500
81 N -4.22881 -5.21363 -2.52022  -0.055
82 O -4.34813 -4.80236 -1.13518  -0.214
83 C -4.21703 -7.54448 -2.03376  -0.016
84 C -2.01187 -6.33029 -1.93642  -0.007
85 C -5.28973 -3.23126 -3.17625  -0.010
86 H -2.92947 -3.02981 -1.71014  0.010
87 H -2.77521 -2.26860 -3.33811  0.104
88 H -1.75485 -3.67258 -2.90031  0.102
89 H -4.75207 -4.85893 -5.15256  0.129
90 H -3.57906 -3.58380 -5.34707  0.094
91 H -1.75375 -5.10708 -4.48574  0.102
92 H -2.52552 -5.75945 -6.01034  0.132
93 H -2.51746 -7.57451 -4.10919  0.125
94 H -4.11329 -6.88421 -4.56367  0.120
95 H -5.07531 -7.74907 -2.68111  0.092
96 H -3.53920 -8.45398 -1.91314  0.115
97 H -4.63292 -7.32396 -1.07555  0.043
98 H -1.32302 -5.84676 -2.60216  0.066
99 H -1.97675 -6.01126 -0.91790  0.044
100 H -1.60755 -7.37385 -1.86332  0.103
101 H -6.26814 -3.68426 -3.47926  0.110
102 H -5.21939 -2.30517 -3.68755  0.070
103 H -5.43964 -3.06983 -2.09508  0.055
104 H -5.26275 -5.02578 -0.93962  0.107
105 C -5.56920 -2.90583 3.05629  -0.072
106 C -4.57572 -3.37875 4.06740  -0.420
107 C -5.13740 -4.68364 4.68491  -0.136
108 C -4.14137 -5.27142 5.66190  -0.142
109 C -2.75608 -5.55303 4.92550  -0.068
110 C -2.10276 -4.26073 4.25591  -0.463
111 N -3.22628 -3.76984 3.43294  -0.084
112 O -2.81587 -2.82856 2.52559  -0.189
113 C -1.68664 -3.29381 5.37383  0.002
114 C -0.91579 -4.74133 3.41351  -0.013
115 C -4.62120 -2.17249 5.10810  -0.009
116 H -5.24596 -1.96090 2.60090  0.079
117 H -6.57420 -2.76343 3.36378  0.093
118 H -5.73765 -3.52581 2.14212  0.075
119 H -6.09303 -4.40736 5.18907  0.140
120 H -5.34215 -5.38687 3.82257  0.109
121 H -4.55632 -6.19178 6.05340  0.106
122 H -4.01057 -4.64539 6.50922  0.090
123 H -2.90468 -6.30220 4.07364  0.115
124 H -2.06435 -5.89932 5.59722  0.081
125 H -0.90230 -3.80794 5.97023  0.112
126 H -1.26902 -2.36197 4.94208  0.082
127 H -2.51507 -2.93234 5.96995  0.059
128 H -0.12490 -5.19818 3.97379  0.093
129 H -1.24784 -5.48756 2.70445  0.070
130 H -0.43297 -3.93849 2.85129  0.045
131 H -4.72362 -2.47616 6.15688  0.087
132 H -5.45454 -1.51928 4.89520  0.079
133 H -3.75370 -1.52306 5.12147  0.040
134 H -2.27732 -2.15859 2.96469  0.094
135 C 0.46748 8.23636 1.16349  -0.031
136 C 1.67613 7.93770 0.15201  -0.427
137 C 2.23529 9.34245 -0.26110  -0.139
138 C 3.67407 9.32049 -0.83293  -0.148
139 C 4.50767 8.62225 0.27226  -0.128
140 C 4.05933 7.13844 0.52171  -0.480
141 N 2.68772 7.18542 1.01619  -0.088
142 O 2.13180 5.92250 1.18869  -0.069
143 C 4.37690 6.08486 -0.57586  -0.026
144 C 4.88528 6.63887 1.73600  -0.050
145 C 1.08501 7.25681 -1.12822  -0.025
146 H 0.95110 8.90376 1.90598  0.076
147 H 0.21025 7.30412 1.70366  0.062
148 H -0.46373 8.69781 0.71605  0.097
149 H 1.54271 9.92299 -0.86840  0.117
150 H 2.24843 9.91614 0.67224  0.105
151 H 4.18463 10.24772 -0.99582  0.099
152 H 3.77076 8.66007 -1.74099  0.117
153 H 4.53323 9.19544 1.20163  0.121
154 H 5.54855 8.56526 -0.04129  0.115
155 H 3.67130 6.02327 -1.41888  0.039
156 H 5.34754 6.11109 -1.07790  0.097
157 H 4.37254 5.06013 -0.15908  0.077
158 H 5.95792 6.55721 1.67443  0.080
159 H 4.71614 7.34014 2.51533  0.066
160 H 4.66751 5.60171 2.16678  0.087
161 H 0.17783 7.74573 -1.45470  0.084
162 H 0.81070 6.24542 -0.97668  0.047
163 H 1.86089 7.19539 -1.94665  0.076
164 H 2.44028 5.34734 0.43370  0.099
165 C -3.05839 5.72012 0.61072  -0.053
166 C -4.31114 6.05518 1.20856  -0.048
167 C -5.41929 6.36822 0.40377  -0.010
168 C -5.24569 6.39667 -1.00186  -0.135
169 C -3.99502 6.11516 -1.62095  0.016
170 C -2.93087 5.73615 -0.79044  -0.085
171 N -6.44895 6.80853 -1.75638  -0.346
172 O -6.26775 7.48789 -2.77812  0.077
173 O -7.55263 6.52896 -1.32767  0.067
174 H -2.15292 5.45183 1.15837  0.098
175 H -4.45091 6.00991 2.26510  0.094
176 H -6.38357 6.54042 0.85712  0.116
177 H -3.85155 6.08603 -2.67111  0.091
178 H -1.95491 5.52965 -1.19746  0.088
179 C 3.24654 5.92919 -4.10544  -0.045
180 C 2.69092 6.81976 -5.05514  -0.038
181 C 1.32591 6.93222 -5.23539  -0.008
182 C 0.53578 6.07999 -4.51708  -0.146
183 C 0.99452 5.12879 -3.62775  -0.026
184 C 2.36172 5.07131 -3.45411  -0.107
185 N -0.93707 6.09300 -4.84081  -0.320
186 O -1.19033 6.18836 -6.01514  0.103
187 O -1.72963 5.94412 -3.88040  0.046
188 H 4.25215 5.83170 -3.76588  0.099
189 H 3.32685 7.31489 -5.74881  0.101
190 H 0.93851 7.69664 -5.82810  0.110
191 H 0.40226 4.43581 -3.03716  0.108
192 H 2.71902 4.33759 -2.74429  0.091
193 C -1.67102 2.48650 -5.71044  -0.054
194 C -2.71230 1.61917 -5.83922  -0.077
195 C -2.55855 0.25579 -5.90069  -0.009
196 C -1.25075 -0.22739 -5.93308  -0.111
197 C -0.10975 0.65005 -5.87980  0.023
198 C -0.35927 2.02856 -5.82291  -0.041
199 N -0.87568 -1.66070 -5.72311  -0.322
200 O 0.07669 -1.97493 -5.07146  0.094
201 O -1.68723 -2.52589 -6.17462  0.020
202 H -1.74437 3.54641 -5.60317  0.089
203 H -3.68996 2.01259 -5.95415  0.107
204 H -3.41566 -0.38081 -6.04159  0.116
205 H 0.88931 0.21404 -5.83686  0.106
206 H 0.48056 2.68437 -5.94152  0.107
207 C 2.15860 -4.44088 0.87235  -0.067
208 C 2.95866 -4.68894 -0.20611  -0.079
209 C 4.32403 -4.63688 -0.05717  -0.006
210 C 4.81179 -4.44447 1.26004  -0.099
211 C 4.01612 -4.24324 2.37185  -0.026
212 C 2.69262 -4.16161 2.13521  -0.084
213 N 6.33602 -4.34867 1.40785  -0.363
214 O 6.84072 -4.16192 2.47434  0.102
215 O 6.89914 -4.30096 0.36600  0.072
216 H 1.07789 -4.40577 0.72195  0.090
217 H 2.53278 -4.87384 -1.17285  0.110
218 H 5.03222 -4.69849 -0.93448  0.128
219 H 4.54921 -3.92903 3.30584  0.145
220 H 2.06483 -3.80204 2.95020  0.104
221 C -4.12271 -9.98244 3.79307  -0.046
222 C -5.32457 -9.30478 3.72833  -0.033
223 C -5.36302 -8.16872 2.94010  0.000
224 C -4.25683 -7.72490 2.26695  -0.199
225 C -3.05547 -8.34877 2.33948  0.012
226 C -2.97164 -9.51814 3.14833  -0.007
227 N -4.28914 -6.52286 1.47656  -0.282
228 O -5.38716 -6.00979 1.33291  0.075
229 O -3.26955 -5.94023 1.10352  -0.091
230 H -4.08820 -10.89725 4.36386  0.115
231 H -6.22603 -9.56257 4.29082  0.128
232 H -6.21602 -7.51659 2.85884  0.122
233 H -2.21347 -7.98424 1.82230  0.113
234 H -2.01685 -10.02369 3.22254  0.115
235 C 0.25024 4.17649 3.85022  -0.094
236 C -0.44259 3.87114 5.05651  -0.004
237 C -1.25184 2.72116 5.04840  -0.011
238 C -1.32596 2.04817 3.87748  -0.145
239 C -0.73720 2.47796 2.67845  0.005
240 C 0.13646 3.53951 2.67874  -0.092
241 N -2.24235 0.85646 3.87610  -0.301
242 O -2.77475 0.46710 2.82456  0.052
243 O -2.34998 0.25300 4.91715  0.071
244 H 0.99804 4.96938 3.87524  0.118
245 H -0.27352 4.54676 5.89961  0.117
246 H -1.92793 2.55475 5.87130  0.125
247 H -0.75913 1.78417 1.86012  0.101
248 H 0.85079 3.80821 1.88859  0.120
249 C -6.18924 2.83432 -0.59271  -0.001
250 C -7.02137 1.72399 -0.44484  -0.056
251 C -6.50514 0.48318 -0.37290  0.019
252 C -5.07436 0.39925 -0.30105  -0.121
253 C -4.21111 1.44359 -0.29168  0.034
254 C -4.80306 2.68324 -0.50815  -0.008
255 N -4.54466 -0.94378 -0.03902  -0.278
256 O -3.33076 -1.15239 0.11780  0.004
257 O -5.34898 -1.83763 0.10686  0.008
258 H -6.54051 3.83092 -0.69479  0.092
259 H -8.04397 1.84993 -0.45952  0.095
260 H -7.07697 -0.47212 -0.30967  0.138
261 H -3.15583 1.29062 -0.24889  0.100
262 H -4.16882 3.53128 -0.67121  0.082

Values from the calculation:
- Charge: +1
- Kohn-Sham gap: 5.26 eV
- E_LUMO: -4.169 eV
- HOMO: -9.430 eV